Entry 1:
# C25H28N4O3

The molecule C25H28N4O3 (wB97M-V/def2-TZVPD, the Open Molecules 2025 dataset).

Last column: Mulliken charge in e.
Element x y z (Å)
O  -4.385  -3.692  0.137  -0.678
C  -3.918  -2.570  0.188  0.490
N  -4.701  -1.472  0.358  -0.160
C  -6.138  -1.543  0.297  -0.766
C  -6.661  -0.914  -1.002  -0.551
O  -6.351  0.464  -1.085  -0.480
C  -7.093  1.366  -0.390  0.650
C  -8.225  1.096  0.373  -0.254
C  -8.867  2.153  1.001  -0.504
C  -8.360  3.432  0.854  -0.326
N  -7.282  3.696  0.130  -0.564
C  -6.672  2.700  -0.471  -0.276
C  -2.457  -2.302  0.120  0.634
C  -1.588  -3.303  0.555  -0.833
C  -0.226  -3.123  0.506  -0.476
C  0.318  -1.936  0.003  0.705
O  1.670  -1.879  -0.009  -0.447
C  2.347  -0.719  -0.472  0.164
C  2.360  0.389  0.585  -0.493
C  3.233  1.551  0.091  -1.196
N  4.591  1.167  -0.231  0.047
C  5.433  0.909  0.925  -0.316
C  6.885  0.901  0.532  0.161
C  7.400  1.874  -0.321  -0.468
C  8.743  1.827  -0.646  -0.458
C  9.527  0.817  -0.108  -0.413
C  8.919  -0.103  0.730  -0.200
N  7.634  -0.068  1.040  -0.503
C  4.603  0.092  -1.206  -1.090
C  3.783  -1.135  -0.787  -0.674
C  -0.546  -0.944  -0.456  -0.311
C  -1.916  -1.131  -0.395  -1.028
H  -4.289  -0.553  0.342  0.212
H  -6.405  -2.602  0.326  0.423
H  -6.565  -1.031  1.166  0.415
H  -7.738  -1.087  -1.110  0.333
H  -6.146  -1.366  -1.853  0.388
H  -8.612  0.094  0.484  0.357
H  -9.748  1.974  1.597  0.368
H  -8.826  4.283  1.329  0.357
H  -5.799  2.948  -1.060  0.400
H  -2.010  -4.222  0.932  0.418
H  0.452  -3.889  0.846  0.431
H  1.874  -0.350  -1.394  0.197
H  2.766  -0.019  1.512  0.216
H  1.349  0.743  0.789  0.560
H  3.262  2.342  0.843  0.457
H  2.790  1.967  -0.821  0.434
H  5.215  -0.037  1.441  0.137
H  5.275  1.725  1.638  0.515
H  6.744  2.634  -0.715  0.413
H  9.175  2.566  -1.306  0.399
H  10.580  0.745  -0.334  0.373
H  9.481  -0.914  1.176  0.407
H  5.640  -0.200  -1.384  0.486
H  4.196  0.495  -2.140  0.439
H  4.217  -1.598  0.100  0.256
H  3.785  -1.876  -1.587  0.422
H  -0.168  -0.024  -0.872  0.387
H  -2.554  -0.352  -0.790  0.406

- Maximum force: 0.58 eV/A
- Structure (SMILES): O=C(NCCOc1cccnc1)c1ccc(OC2CCN(Cc3ccccn3)CC2)cc1
- HOMO level: -8.633 eV
- E_LUMO: 0.623 eV
- Frontier orbital gap: 9.26 eV
- Multiplicity: 1
- Total energy: -38482.451 eV
- Net charge: 0



Entry 2:
# C19H17Br4N2O2PPtS4Sb

A structure of composition C19H17Br4N2O2PPtS4Sb (wB97M-V/def2-TZVPD, the Open Molecules 2025 dataset).

Last column: Mulliken charge in e.
Element x y z (Å)
Pt  0.034  -0.175  0.214  2.226
Br  -3.462  0.651  -5.686  -0.197
C  -3.026  0.564  -3.851  0.295
C  -4.018  0.665  -2.890  0.272
Br  -5.833  0.865  -3.377  -0.213
C  -3.670  0.626  -1.533  0.141
Br  -4.939  0.849  -0.148  -0.210
C  -2.354  0.482  -1.140  -0.681
O  -1.965  0.578  0.132  -1.012
C  -1.347  0.323  -2.129  0.369
O  -0.074  0.194  -1.733  -0.899
C  -1.686  0.402  -3.469  0.035
Br  -0.286  0.332  -4.718  -0.088
S  1.511  -2.875  -3.427  -0.617
Sb  1.491  -3.095  -1.220  0.441
S  2.288  -0.768  0.106  -0.356
S  -0.697  -2.329  -0.362  -0.526
S  3.293  0.294  -1.255  -0.342
N  -1.356  0.884  2.888  -0.165
C  -0.499  -0.119  3.216  0.746
C  -0.252  -0.455  4.557  -1.062
C  0.500  -1.564  4.842  -0.158
C  0.998  -2.337  3.796  -1.132
C  0.768  -1.919  2.511  0.341
N  0.071  -0.802  2.210  0.219
H  -1.970  1.190  3.623  0.290
H  -1.794  0.820  1.971  0.127
H  -0.693  0.152  5.337  0.353
H  0.682  -1.844  5.872  0.409
H  1.565  -3.240  3.967  0.418
H  1.148  -2.472  1.668  0.208
C  -0.760  3.287  1.300  -1.726
P  0.375  2.245  0.314  1.081
C  1.978  2.853  0.914  -1.292
C  0.159  2.995  -1.324  0.844
C  1.222  3.066  -2.221  -0.559
C  1.034  3.634  -3.471  -0.738
C  -0.212  4.113  -3.845  -0.517
C  -1.280  4.026  -2.965  -0.666
C  -1.095  3.472  -1.707  -0.591
H  -1.794  2.967  1.185  0.317
H  -0.655  4.311  0.940  0.543
H  -0.471  3.236  2.346  0.439
H  2.025  3.938  0.805  0.437
H  2.784  2.370  0.360  0.350
H  2.071  2.581  1.967  0.386
H  2.181  2.645  -1.953  0.127
H  1.862  3.668  -4.168  0.391
H  -0.358  4.535  -4.832  0.378
H  -2.264  4.368  -3.259  0.423
H  -1.943  3.388  -1.039  0.142

- Maximum force: 0.80 eV/A
- HOMO level: -4.017 eV
- E_LUMO: 1.830 eV
- Frontier orbital gap: 5.85 eV
- Multiplicity: 1
- Total energy: -369643.030 eV
- Net charge: -1



Entry 3:
# C4H4O3

A structure of composition C4H4O3 at a distorted geometry (wB97M-V/def2-TZVPD, the Open Molecules 2025 dataset).

Last column: Mulliken charge in e.
Element x y z (Å)
O  -1.972  0.677  0.703  -0.480
C  -0.920  1.001  0.155  -0.181
C  0.030  -0.051  -0.243  0.793
C  -0.290  -1.186  0.712  -0.529
O  -0.501  -1.293  -0.681  -0.400
C  1.371  0.286  -0.778  -0.163
O  1.831  1.406  -0.769  -0.493
H  -0.626  2.050  0.101  0.395
H  0.669  -1.709  0.975  0.269
H  -1.501  -0.602  1.038  0.432
H  1.911  -0.578  -1.212  0.357

- Maximum force: 3.44 eV/A
- HOMO level: -9.814 eV
- E_LUMO: -0.217 eV
- Frontier orbital gap: 9.60 eV
- Multiplicity: 1
- Total energy: -10350.946 eV
- Net charge: 0



Entry 4:
# C21H32Br2GaN4SSi2

A structure of composition C21H32Br2GaN4SSi2 at a distorted geometry (wB97M-V/def2-TZVPD, the Open Molecules 2025 dataset).

Last column: Mulliken charge in e.
Element x y z (Å)
Ga  0.191  -0.522  0.454  -1.470
S  0.453  0.377  2.472  -0.363
C  1.935  1.196  1.977  0.240
N  2.686  1.925  2.787  -0.350
N  2.347  2.070  3.999  0.321
C  3.121  2.853  4.913  0.699
C  2.748  2.818  6.245  -0.467
C  3.474  3.552  7.171  -0.565
C  4.558  4.314  6.759  -0.518
C  4.913  4.342  5.415  -0.526
C  4.197  3.612  4.480  -0.341
N  2.430  1.144  0.721  -0.593
N  1.799  0.481  -0.134  1.056
C  2.346  0.466  -1.465  0.580
C  3.621  0.941  -1.736  -0.436
C  4.089  0.910  -3.038  -0.635
C  3.296  0.408  -4.064  -0.604
C  2.026  -0.073  -3.781  -0.742
C  1.555  -0.046  -2.478  -0.228
H  1.515  1.608  4.352  0.214
H  1.898  2.218  6.559  0.332
H  3.193  3.523  8.216  0.372
H  5.124  4.887  7.484  0.385
H  5.756  4.941  5.091  0.370
H  4.459  3.626  3.429  0.410
H  4.235  1.319  -0.929  0.479
H  5.081  1.281  -3.256  0.399
H  3.669  0.388  -5.080  0.414
H  1.401  -0.469  -4.573  0.442
H  0.566  -0.421  -2.257  0.483
Br  -2.665  0.069  -2.614  -0.089
C  -2.648  1.782  -1.750  -0.607
Br  -1.176  2.047  -0.518  -0.005
H  -3.557  1.883  -1.180  0.412
H  -2.556  2.543  -2.508  0.444
C  -1.500  -2.782  2.798  -0.936
Si  -2.033  -2.576  1.029  -0.123
C  -2.892  -4.107  0.432  -1.103
C  -3.190  -1.116  0.927  -0.850
C  -0.554  -2.192  -0.095  1.058
Si  0.897  -3.405  -0.224  0.024
C  1.868  -3.033  -1.761  -0.901
C  2.014  -3.139  1.247  -0.951
C  0.253  -5.142  -0.272  -1.121
H  -2.316  -3.227  3.378  0.417
H  -1.254  -1.823  3.262  0.302
H  -0.628  -3.438  2.896  0.264
H  -3.918  -4.125  0.819  0.391
H  -2.387  -5.011  0.782  0.324
H  -2.945  -4.146  -0.662  0.337
H  -4.020  -1.218  1.636  0.442
H  -3.612  -1.013  -0.078  0.198
H  -2.671  -0.182  1.173  0.255
H  -0.969  -2.018  -1.098  0.441
H  2.492  -2.141  -1.636  0.206
H  1.219  -2.872  -2.630  0.275
H  2.534  -3.871  -1.995  0.475
H  2.380  -2.104  1.286  0.328
H  2.898  -3.782  1.182  0.421
H  1.514  -3.348  2.198  0.282
H  -0.584  -5.239  -0.971  0.354
H  -0.086  -5.474  0.715  0.287
H  1.047  -5.823  -0.601  0.393

- Maximum force: 1.09 eV/A
- HOMO level: -10.746 eV
- E_LUMO: -4.243 eV
- Frontier orbital gap: 6.50 eV
- Multiplicity: 1
- Total energy: -247304.660 eV
- Net charge: +1



Entry 5:
# C41H39BrN9O3RbS2

A structure of composition C41H39BrN9O3RbS2 at a distorted geometry (wB97M-V/def2-TZVPD, the Open Molecules 2025 dataset).

Last column: Mulliken charge in e.
Element x y z (Å)
Rb  -0.871  0.909  0.802  0.984
C  1.078  -0.861  4.022  -0.685
N  -0.144  -0.197  3.887  0.192
C  -1.369  -1.001  3.945  -0.720
C  -2.522  -0.320  3.153  -0.070
N  -3.097  -0.737  2.054  -0.471
C  -4.066  0.208  1.773  0.654
C  -4.852  0.271  0.618  -0.206
C  -5.668  1.369  0.445  -0.892
C  -5.587  2.447  1.463  -0.485
C  -4.843  2.357  2.602  -1.037
C  -3.992  1.227  2.712  0.584
N  -3.073  0.806  3.627  0.039
C  2.064  -0.052  3.226  -0.113
N  1.949  0.152  1.939  0.569
C  3.121  0.798  1.575  -0.192
C  3.468  1.366  0.333  0.594
C  4.635  2.084  0.267  -0.755
C  5.479  2.157  1.367  -0.688
C  5.200  1.597  2.592  -1.112
C  3.939  0.912  2.682  0.502
N  3.289  0.305  3.715  -0.017
H  1.054  -1.846  3.593  0.119
H  1.342  -0.966  5.069  0.362
H  -0.184  0.658  4.436  0.132
H  -1.656  -1.228  4.989  0.381
H  -1.079  -1.996  3.512  0.196
H  -4.710  -0.595  -0.077  0.138
H  -6.326  1.543  -0.381  0.456
H  -6.276  3.241  1.294  0.433
H  -4.926  3.136  3.293  0.518
H  -2.519  1.507  4.118  0.388
H  2.806  1.365  -0.564  0.157
H  4.859  2.584  -0.670  0.369
H  6.368  2.765  1.236  0.373
H  5.822  1.773  3.476  0.373
H  3.641  0.260  4.608  0.130
C  0.221  5.585  -2.293  -1.526
C  1.234  4.495  -2.541  0.620
C  2.615  4.701  -2.684  -0.451
C  3.432  3.693  -2.950  -0.346
C  2.925  2.391  -3.116  -0.024
Br  4.110  1.002  -3.724  -0.124
N  1.612  2.163  -3.016  -0.089
C  0.816  3.207  -2.692  -0.311
H  0.243  5.971  -1.267  0.255
H  -0.805  5.338  -2.497  0.385
H  0.340  6.531  -2.833  0.412
H  3.004  5.717  -2.591  0.445
H  4.506  3.857  -3.045  0.466
H  -0.243  2.878  -2.627  0.260
O  0.579  -3.000  1.710  -0.405
S  1.690  -3.634  0.974  -0.094
C  2.521  -2.365  -0.047  -1.143
C  1.668  -1.432  -0.980  1.108
C  1.385  -2.177  -2.329  0.170
C  0.817  -1.309  -3.423  -0.868
S  -0.714  -0.446  -3.135  -0.003
O  -0.677  0.218  -1.862  -0.256
C  -1.949  -1.697  -2.908  0.439
C  -2.298  -2.574  -3.902  -0.311
C  -3.474  -3.371  -3.785  -0.698
C  -4.208  -3.423  -2.605  -0.945
C  -3.803  -2.560  -1.583  -0.057
C  -2.742  -1.694  -1.756  -0.208
C  0.885  -4.593  -0.242  -0.242
C  -0.529  -4.524  -0.231  -0.254
C  -1.202  -5.283  -1.173  -0.865
C  -0.492  -6.151  -2.010  -0.394
C  0.880  -6.300  -1.915  -0.811
C  1.491  -5.556  -0.955  0.218
H  3.145  -2.979  -0.688  0.691
H  3.125  -1.732  0.580  0.396
H  2.306  -0.575  -1.098  -0.330
H  0.769  -0.977  -0.491  -0.450
H  0.785  -3.177  -2.125  -0.588
H  2.378  -2.569  -2.638  0.569
H  0.636  -1.974  -4.283  0.684
H  1.418  -0.433  -3.674  -0.021
H  -1.698  -2.926  -4.729  0.312
H  -3.702  -4.020  -4.614  0.359
H  -4.989  -4.118  -2.401  0.449
H  -4.243  -2.570  -0.641  0.691
H  -2.583  -0.894  -1.077  0.062
H  -1.026  -3.815  0.413  0.630
H  -2.199  -5.205  -1.227  0.829
H  -1.071  -6.796  -2.714  0.319
H  1.459  -7.036  -2.443  0.477
H  2.570  -5.661  -0.899  0.335
O  -1.234  3.001  3.660  -0.369
N  -1.184  4.279  3.764  -0.446
C  -0.516  4.942  2.786  0.307
C  0.020  4.162  1.612  0.350
N  0.327  3.510  0.693  -0.393
C  -0.411  6.381  2.805  0.065
N  -0.280  7.523  2.735  -0.480

- Maximum force: 3.77 eV/A
- HOMO level: -8.118 eV
- E_LUMO: 0.184 eV
- Frontier orbital gap: 8.30 eV
- Multiplicity: 1
- Total energy: -155068.591 eV
- Net charge: 0



Entry 6:
# C3H5N3OS

The molecule C3H5N3OS at a distorted geometry (wB97M-V/def2-TZVPD, the Open Molecules 2025 dataset).

Last column: Mulliken charge in e.
Element x y z (Å)
O  0.909  -0.507  -2.284  -0.360
N  0.100  -1.289  -1.484  -0.641
C  -0.215  -0.638  -0.407  0.443
N  -0.956  -1.145  0.669  -0.053
N  -0.616  -0.514  1.878  -0.539
C  0.222  0.436  1.553  -0.383
C  0.474  0.624  0.099  0.041
S  -0.355  2.269  -0.340  -0.214
H  1.042  -1.165  -2.963  0.404
H  -1.084  -2.160  0.783  0.312
H  0.514  1.230  2.216  0.428
H  1.508  0.670  -0.175  0.384
H  -1.543  2.189  0.453  0.177

- Maximum force: 3.02 eV/A
- Structure (SMILES): O/N=C1/NN=C[C@@H]1S
- HOMO level: -8.588 eV
- E_LUMO: 0.425 eV
- Frontier orbital gap: 9.01 eV
- Multiplicity: 1
- Total energy: -20541.953 eV
- Net charge: 0